{"formula": "C13H24O9S", "method": "the ωB97M-V functional and the def2-TZVPD basis", "symbols": ["S", "O", "O", "O", "O", "O", "O", "O", "O", "O", "C", "C", "C", "C", "C", "C", "C", "C", "C", "C", "C", "C", "C", "H", "H", "H", "H", "H", "H", "H", "H", "H", "H", "H", "H", "H", "H", "H", "H", "H", "H", "H", "H", "H", "H", "H", "H"], "coordinates": [[-5.105, 0.495, 0.663], [3.721, 2.049, 1.098], [-8.893, 1.925, -5.472], [3.773, -2.506, 1.543], [3.865, -3.756, -0.370], [-2.345, 1.081, 0.444], [-8.468, 0.249, -3.974], [-7.564, 2.286, -3.645], [5.779, -3.066, 0.597], [0.449, 1.600, 1.885], [-0.616, 0.692, 2.355], [2.969, 0.902, 1.633], [-3.669, 1.585, 0.030], [4.914, -4.045, -1.275], [-2.143, 1.183, 1.898], [5.141, 1.735, 0.879], [4.416, -3.061, 0.667], [6.135, -3.991, -0.414], [-7.532, 0.122, -2.920], [1.711, 1.375, 2.629], [-7.327, 1.532, -2.470], [5.435, 0.277, 0.189], [-8.356, 1.523, -4.453], [-6.615, -0.328, -3.315], [4.924, -3.283, -2.061], [5.809, 1.894, 1.855], [5.282, -0.545, 1.032], [-8.048, 1.836, -1.704], [3.611, 0.163, 2.296], [-0.623, 0.601, 3.540], [7.016, -3.647, -0.962], [-2.882, 0.481, 2.518], [-3.855, 2.713, 0.286], [4.772, -5.027, -1.733], [2.052, 2.360, 3.208], [-7.927, -0.515, -2.125], [2.550, 0.315, 0.682], [4.709, 0.004, -0.705], [1.587, 0.554, 3.487], [-2.265, 2.284, 2.326], [-6.315, 1.707, -2.095], [6.360, -4.956, 0.053], [-3.711, 1.502, -1.158], [-0.388, -0.385, 1.894], [5.544, 2.552, 0.108], [-4.445, -0.615, 1.214], [6.569, 0.148, -0.157]], "forces_ev_per_a": [[0.9, -0.1, 0.3], [1.0, -1.9, 0.8], [1.2, -0.9, 2.4], [1.4, -1.2, -1.9], [0.2, 0.5, 0.9], [-1.9, 1.1, 1.4], [-0.1, 0.9, -0.4], [-0.5, -0.4, -0.7], [-1.0, 0.2, 0.2], [0.0, -1.2, 2.0], [-0.6, -0.8, -0.6], [-1.1, -0.7, 0.2], [1.0, -0.2, -1.4], [-0.1, -0.4, -1.1], [1.2, 0.0, 1.7], [1.3, 0.6, -1.4], [-1.3, 1.1, 1.7], [1.0, -0.4, -0.2], [0.4, -1.0, 0.5], [1.2, 0.0, 0.3], [0.4, 0.4, 1.0], [0.1, -1.0, 1.1], [-1.2, 0.9, -2.2], [-0.1, 0.1, 0.0], [0.0, -0.1, 0.1], [-1.6, -0.6, -1.8], [0.3, 1.7, -2.0], [0.1, 0.0, -0.1], [-1.0, 1.6, -1.5], [0.0, 0.3, -2.4], [-0.1, 0.1, 0.2], [1.5, 1.5, -1.5], [0.3, -2.2, 0.0], [-0.2, 0.2, 0.1], [-0.9, -1.9, -1.5], [0.0, 0.1, -0.3], [0.7, 1.0, 2.3], [1.5, 0.9, 1.8], [0.1, 1.6, -2.1], [0.1, -2.1, -1.2], [-0.2, 0.1, -0.2], [0.0, 0.1, 0.0], [0.4, 0.1, 2.7], [-0.7, 2.2, 1.0], [-1.1, -1.6, 1.7], [-0.3, 1.3, -0.8], [-2.5, 0.6, 0.7]], "nbo_charge": [-0.148, -0.561, -0.573, -0.584, -0.478, -0.539, -0.482, -0.483, -0.482, -0.563, -0.083, -0.108, -0.171, -0.102, -0.102, -0.072, 0.969, -0.101, -0.101, -0.095, -0.099, -0.684, 0.960, 0.184, 0.186, 0.175, 0.227, 0.185, 0.195, 0.182, 0.206, 0.183, 0.205, 0.206, 0.200, 0.207, 0.196, 0.217, 0.182, 0.191, 0.201, 0.186, 0.211, 0.188, 0.190, 0.160, 0.221], "e_homo_ha": -0.34860, "fmax_ha_per_bohr": 0.0547, "spin_multiplicity": 1, "smiles": "CCOCCOCCOCS.O=C1OCCO1.O=C1OCCO1"}